Formula: CH6F3N5OP4
Source: the Open Molecules 2025 dataset
Level of theory: ωB97M-V with the def2-TZVPD basis set

```
! RIJCOSX wB97M-V def2-TZVPD def2/J DEFGRID3
* xyz 0 1
N 1.3738 -0.7285 1.1640
N 1.3884 1.5268 2.6270
F 3.4177 -0.9489 -0.4519
H -1.4075 0.3060 2.4960
P 0.4609 1.5532 -0.6241
P 1.8594 -0.6755 -0.3537
N 0.4631 2.8692 -1.3988
H 0.7856 2.2393 3.1082
N 1.5066 0.5517 -1.3163
F -2.8913 -1.1031 1.0919
H -0.4746 -2.1094 -1.6985
P 0.6473 0.6028 1.6477
F 1.4328 -2.1211 -0.9441
C -1.4129 -1.3730 -1.6978
H -2.3343 -1.8352 -1.5429
N -0.9300 0.1761 1.6455
O -1.3114 -0.3351 -0.6730
H -1.2358 -1.0194 -2.6799
H -0.0701 3.6111 -1.1199
P -1.2679 -1.1870 0.7207
*
```

## Properties
Orbital gap = 8.75 eV
E_tot = -2055.8833 a.u.

Formula: C42H105N7Na3O18P
Source: the Open Molecules 2025 dataset
Level of theory: ωB97M-V with the def2-TZVPD basis set

```
! RIJCOSX wB97M-V def2-TZVPD def2/J DEFGRID3
* xyz 0 1
H -5.1496 12.1302 9.1255
C -8.9307 19.3747 11.5582
Na -7.9315 13.1006 12.7860
H -9.5442 11.0636 14.4183
C -0.1705 12.4653 13.8229
H -5.0192 13.1354 14.9555
O -6.1066 12.7227 6.1742
C -9.4492 15.8178 12.5988
H -4.6762 12.8812 4.7881
O -6.1074 14.1476 13.7606
Na -3.5323 12.0982 13.4145
H -4.1831 18.8678 12.8880
H -8.4753 16.3071 12.6094
H -6.5403 8.6602 12.6810
H -14.7611 17.1180 6.0902
C -10.2461 11.6243 16.6760
C -6.0661 18.0622 9.5320
H -4.9609 16.9747 18.5304
N -9.0420 14.3637 10.6938
H -2.2945 8.4935 12.1518
H -4.7339 9.7029 19.0342
O -4.6322 15.0387 17.8867
H -5.8260 15.4047 16.0722
N -7.3513 10.6561 13.3076
H -12.8994 12.2115 7.5203
H -6.1607 7.2992 9.1609
H -0.3176 9.9068 14.7222
C -6.3914 14.8871 7.8043
N -3.5133 9.5524 13.5043
H -11.4064 20.3434 10.5457
H -5.8276 14.9756 6.8756
N -4.1768 13.1028 15.5116
N -3.4462 16.9257 12.4672
H -1.7544 18.1078 12.1630
H -13.5787 13.8360 7.3571
H -6.3385 15.8426 18.7217
H -5.8059 17.7325 10.5378
C -7.4971 9.6521 11.0163
C -1.4066 16.1958 11.5491
H -6.5682 11.2099 12.9912
H -5.6614 16.5551 14.0562
N -5.7548 14.0210 8.7716
C -4.8214 15.4196 16.4946
C -7.2462 18.3010 14.9492
C -12.9515 13.1984 7.9801
H -7.1325 18.2791 9.5938
O -10.1739 18.7142 11.4829
O -6.4348 14.4938 11.2791
H -8.3275 8.7897 12.7202
H -10.1916 16.5461 12.9255
H 0.4883 12.4406 14.6909
C -9.8196 15.4641 11.1675
H -15.3888 15.6580 6.7398
H -3.3000 12.4660 10.7651
H -2.2717 15.3487 8.4306
H -14.0670 18.7510 7.6288
C -2.3780 9.4824 14.4163
O -11.6407 13.7206 8.0633
H -3.7178 15.9674 12.6347
H -5.5881 18.9990 9.2457
C -2.5060 11.8853 10.2956
H -6.8483 12.3246 8.5156
H -13.5042 13.2026 8.9195
C -5.8002 12.5933 8.3837
O -3.9655 14.1304 12.2384
H -8.9959 20.2508 12.2035
H -10.7433 11.5632 17.6441
C -6.7718 16.2529 8.2883
H -11.6550 13.3575 10.0536
C -7.3936 9.3263 12.5531
H -5.8892 11.6734 4.3668
O -5.8734 18.4632 14.6237
C -4.5583 12.2659 16.7221
H -7.3863 11.4362 15.3544
H 0.3460 12.4193 12.8641
C -11.3356 19.5742 11.3148
H -6.2736 13.4344 4.1757
C -3.8160 14.4771 15.7775
H -6.1796 14.1605 9.6772
C -15.5435 16.7370 6.7465
H -12.3030 17.8388 10.3048
H -11.5595 20.1989 12.1794
H -13.7208 17.3223 8.5473
H -4.2961 9.1024 13.9569
H -5.5720 7.8037 10.8074
H -4.3554 10.5351 11.1886
H -2.4238 12.2727 17.0378
H -4.4361 16.4142 16.2699
C -2.0328 17.1089 12.4989
C -12.5297 18.6891 10.9479
C -3.2913 8.9270 12.2332
H -9.3621 14.7440 8.6375
H -10.8889 15.2629 11.2321
H -1.4610 14.2752 9.5581
H -8.1362 18.7912 12.0232
H -13.0878 18.2596 11.7799
H -5.4062 12.6737 17.2724
H -3.7879 7.9660 12.3678
C -5.2576 15.9604 18.7973
H -0.6319 15.6816 8.9720
H -9.7091 16.4553 10.7277
C -9.0116 10.3543 15.0518
H -2.2201 8.4840 14.8239
C -3.4677 9.9078 11.1075
H -9.2196 9.2987 14.8773
H -4.1691 12.7118 6.9764
H -0.3565 16.4571 11.4182
H -6.9588 9.7212 15.1728
H -9.9177 12.6636 16.6624
H -14.9727 18.1184 10.4500
H -7.5317 17.2491 14.9530
H -2.8766 14.5265 16.3281
O -5.7056 16.9960 8.7299
H -8.0352 14.4280 10.6469
H -4.9819 11.1419 7.1362
H -9.7064 14.2542 15.3214
H -0.8261 9.7404 12.9813
O -15.6048 17.3642 8.0113
C -1.6089 15.3228 9.2955
N -13.5398 19.5494 10.2914
H -13.9640 20.1800 10.9566
H -6.6518 10.3194 10.8478
C -3.3240 12.1805 17.6455
O -2.1635 16.0188 10.3666
H -8.1377 14.9247 15.0187
H -1.5109 12.3198 10.3908
H -3.2592 13.0103 18.3492
P -5.5209 13.8883 12.4154
O -5.6875 12.2877 12.4780
C -10.9705 13.2246 9.2158
C -7.5290 10.5449 14.7434
Na -4.5320 15.4224 10.5059
H -7.8649 18.7967 14.2011
C -4.1590 10.5806 19.3297
C -1.0862 10.1047 13.9751
C -14.7118 18.8449 9.6804
H -4.9956 15.6700 19.8148
O -2.2624 10.6985 10.9770
O -3.1559 10.9562 18.3970
H -0.5918 13.4699 13.8603
H -7.5151 18.8044 15.8778
H -11.0594 11.4711 15.9666
H -7.2898 14.4618 7.3571
C -9.5137 13.9411 9.3588
C -6.0400 8.1151 9.8735
C -9.1773 14.9720 14.6945
H -7.1589 16.7396 7.3931
H -2.7278 10.0269 15.2934
H -3.5383 14.9023 14.8131
H -4.6958 11.2758 16.2876
H -1.5581 16.8178 13.4359
H -8.4790 19.8522 10.6887
C -5.7471 12.6800 4.7603
O -7.3661 8.4344 10.3389
H -5.0220 11.2460 19.3517
H -2.7992 11.8471 9.2464
H -5.5805 8.9264 9.3089
C -5.4964 17.5532 13.6503
H -7.6800 16.1977 8.8886
H -9.6680 15.9221 14.9055
H -3.6578 9.2382 10.2688
H -8.7106 13.2280 9.1724
H -6.0998 17.6690 12.7500
C -14.4794 18.0891 8.3904
H -15.5233 19.5723 9.7015
O -9.2967 10.5513 16.5127
H -16.4925 16.8386 6.2200
C -5.1298 12.2219 7.1345
H -1.5214 15.1865 11.9446
H -10.6936 12.1874 9.0271
H -3.5085 17.9962 14.2695
O -1.2040 11.5059 13.7597
C -4.0572 17.8815 13.3346
O -9.4181 14.6814 13.3733
H -8.3857 10.0902 10.5620
H -3.8094 10.2327 20.3018
*
```

## Properties
Orbital gap = 7.81 eV
ΔE to the lowest compared entry with this formula, charge and spin = 818.5 kJ/mol
E_tot = -4228.9368 a.u.